(1)
Entry from OMol25: a single C4H11NO2 molecule at a distorted geometry (wB97M-V/def2-TZVPD).

XYZ file:
```
18
C4H11NO2, DFT wB97M-V/def2-TZVPD
O -0.38 -1.32 -1.40
O 1.90 0.49 1.76
N 0.33 1.46 -0.54
C -1.02 -0.70 -0.27
C -2.31 0.02 -0.75
C 1.25 -0.36 0.83
C -0.02 0.28 0.33
H 0.17 -0.63 -1.78
H 2.44 -0.02 2.35
H -2.75 -0.63 -1.50
H 1.88 -0.48 -0.06
H -1.97 0.95 -1.21
H -2.94 0.31 0.09
H -0.43 0.83 1.18
H 0.78 2.18 0.02
H 1.07 -1.34 1.29
H 1.12 1.19 -1.13
H -1.35 -1.41 0.50
```

Properties
Gap between HOMO and LUMO in Eh: 0.384
Lowest unoccupied orbital energy in eV: 0.8
Relative energy (zero: lowest compared OMol25 entry of this formula, charge and spin) in eV: 1.512
SMILES string: C[C@@H](O)[C@H](N)CO
2S+1: 1
Highest occupied orbital energy in hartree: -0.3554



(2)
Entry from OMol25: a molecular structure, C4H11NO2 at a distorted geometry (wB97M-V/def2-TZVPD).

XYZ file:
```
18
C4H11NO2, DFT wB97M-V/def2-TZVPD
O -3.98 1.01 0.83
O -1.34 0.67 0.59
N 1.07 -0.48 0.06
C 0.22 -1.67 0.09
C 1.06 0.75 0.96
C 1.75 -0.34 -1.24
C -0.21 0.86 0.15
H 1.05 0.00 -2.02
H 1.09 0.52 2.02
H -4.06 1.36 -0.06
H -3.02 0.91 0.96
H -0.17 -1.92 -0.90
H 0.02 1.77 -0.41
H -0.64 -1.51 0.73
H 1.74 1.52 0.67
H 0.82 -2.52 0.44
H 2.56 0.38 -1.23
H 2.02 -1.32 -1.63
```

Properties
Gap between HOMO and LUMO in Eh: 0.336
Lowest unoccupied orbital energy in eV: 0.7
Relative energy (zero: lowest compared OMol25 entry of this formula, charge and spin) in eV: 3.864
2S+1: 1
Highest occupied orbital energy in hartree: -0.3120



(3)
Entry from OMol25: a single C4H11NO2 molecule at a distorted geometry (wB97M-V/def2-TZVPD).

XYZ file:
```
18
C4H11NO2, DFT wB97M-V/def2-TZVPD
O 2.09 1.79 1.33
O -1.11 -0.33 -2.55
N 0.69 0.08 0.53
C -1.11 -1.30 -0.51
C -0.44 -0.82 0.86
C -1.66 -0.09 -1.27
C 1.43 0.61 1.63
H -1.42 0.91 -0.98
H -0.31 -1.91 -1.08
H -0.17 -1.71 1.52
H 1.27 -0.52 -0.15
H 2.29 -0.06 2.07
H -2.68 -0.25 -1.65
H -0.18 -0.18 -2.62
H 0.65 1.06 2.46
H -1.77 -2.14 -0.38
H -1.09 -0.28 1.69
H 1.49 2.49 0.92
```

Properties
Gap between HOMO and LUMO in Eh: 0.376
Lowest unoccupied orbital energy in eV: 0.9
Relative energy (zero: lowest compared OMol25 entry of this formula, charge and spin) in eV: 3.377
SMILES string: OCCCNCO
2S+1: 1
Highest occupied orbital energy in hartree: -0.3421



(4)
Entry from OMol25: 2 unconnected molecules or ions with the total composition C4H11NO2 at a distorted geometry (wB97M-V/def2-TZVPD).

XYZ file:
```
18
C4H11NO2, DFT wB97M-V/def2-TZVPD
O -0.85 -1.65 -1.58
O -4.10 -0.10 -1.24
N 1.58 0.91 0.72
C 1.25 -1.03 -0.71
C 1.08 1.87 1.68
C 0.26 -1.98 -1.29
C 0.56 0.09 0.10
H -4.09 0.33 -0.41
H 1.78 2.53 2.17
H 0.66 -2.98 -1.54
H 0.29 2.49 1.23
H -5.04 -0.30 -1.34
H 0.03 0.68 -0.64
H 0.50 1.35 2.47
H 1.97 -1.50 -0.04
H 2.33 0.37 1.13
H 1.89 -0.68 -1.53
H -0.10 -0.41 0.82
```

Properties
Gap between HOMO and LUMO in Eh: 0.356
Lowest unoccupied orbital energy in eV: 0.9
Relative energy (zero: lowest compared OMol25 entry of this formula, charge and spin) in eV: 1.854
SMILES string: CNCCC=O.O
2S+1: 1
Highest occupied orbital energy in hartree: -0.3233



(5)
Entry from OMol25: 2 unconnected molecules or ions with the total composition C4H11NO2 (wB97M-V/def2-TZVPD).

XYZ file:
```
18
C4H11NO2, DFT wB97M-V/def2-TZVPD
O 0.95 -2.66 -0.25
O -5.28 0.10 -3.95
N 1.76 -1.39 1.47
C 1.24 -2.52 0.92
C 0.41 0.56 0.67
C 1.77 -0.13 0.75
C 0.56 2.01 0.20
H 2.49 0.52 1.24
H 1.28 2.18 -0.61
H 2.20 -0.31 -0.23
H 1.87 -1.36 2.47
H 0.89 2.62 1.04
H -0.17 0.01 -0.06
H -5.01 -0.21 -3.08
H -0.40 2.38 -0.17
H 1.12 -3.32 1.68
H -5.67 0.97 -3.77
H 0.00 0.56 1.68
```

Properties
Gap between HOMO and LUMO in Eh: 0.389
Lowest unoccupied orbital energy in eV: 0.8
Relative energy (zero: lowest compared OMol25 entry of this formula, charge and spin) in eV: 0.624
SMILES string: CCCNC=O.O
2S+1: 1
Highest occupied orbital energy in hartree: -0.3595



(6)
Entry from OMol25: a single C4H11NO2 molecule at a distorted geometry (wB97M-V/def2-TZVPD).

XYZ file:
```
18
C4H11NO2, DFT wB97M-V/def2-TZVPD
O 0.82 1.45 0.61
O -0.33 -0.96 -2.01
N -1.77 0.63 1.03
C 0.57 0.04 0.78
C -0.85 -0.21 0.29
C 1.71 -0.75 0.19
C -1.00 0.04 -1.22
H 2.54 -0.78 0.90
H 0.50 -0.10 1.86
H -1.00 -1.30 0.35
H 0.61 -0.70 -2.04
H -0.56 1.02 -1.41
H 1.42 1.76 1.30
H -2.02 0.00 -1.57
H 2.19 -0.27 -0.67
H -2.72 0.34 0.84
H 1.49 -1.80 -0.02
H -1.62 1.60 0.80
```

Properties
Gap between HOMO and LUMO in Eh: 0.362
Lowest unoccupied orbital energy in eV: 0.8
Relative energy (zero: lowest compared OMol25 entry of this formula, charge and spin) in eV: 1.328
SMILES string: C[C@@H](O)[C@@H](N)CO
2S+1: 1
Highest occupied orbital energy in hartree: -0.3329



(7)
Entry from OMol25: a single C4H11NO2 molecule at a distorted geometry (wB97M-V/def2-TZVPD).

XYZ file:
```
18
C4H11NO2, DFT wB97M-V/def2-TZVPD
O -0.03 -1.57 0.29
O -0.85 0.20 -1.68
N 0.70 -0.40 0.17
C 0.19 -2.63 -0.64
C -0.28 0.76 -0.50
C 0.60 1.89 -1.02
C -1.16 1.16 0.65
H 1.22 2.17 -0.15
H 1.61 -0.50 -0.47
H -0.41 -3.49 -0.39
H -0.07 2.57 -1.69
H -2.06 1.73 0.38
H -1.46 0.39 1.27
H -1.73 -0.24 -1.46
H 1.11 -3.23 -0.62
H -0.51 1.80 1.24
H 1.28 1.64 -1.74
H -0.04 -2.42 -1.67
```

Properties
Gap between HOMO and LUMO in Eh: 0.340
Lowest unoccupied orbital energy in eV: 0.9
Relative energy (zero: lowest compared OMol25 entry of this formula, charge and spin) in eV: 4.328
SMILES string: CONC(C)(C)O
2S+1: 1
Highest occupied orbital energy in hartree: -0.3076